{
  "formula": "C40H44BrFePSe",
  "method": "ωB97M-V with the def2-TZVPD basis set",
  "symbols": ["Fe", "Br", "C", "C", "C", "C", "C", "C", "C", "C", "C", "C", "H", "H", "H", "H", "H", "H", "C", "C", "C", "C", "C", "C", "C", "H", "H", "H", "H", "H", "H", "H", "C", "C", "P", "C", "C", "C", "C", "H", "H", "H", "H", "H", "H", "H", "H", "H", "H", "H", "H", "H", "H", "H", "C", "C", "C", "C", "C", "C", "C", "C", "H", "H", "H", "H", "H", "C", "C", "C", "C", "C", "C", "Se", "C", "C", "C", "H", "H", "H", "H", "H", "H", "H", "H", "H", "H", "H"],
  "coordinates": [[-0.885884, -0.191026, -0.249875], [-2.768021, -0.816872, 1.347547], [-4.088978, -0.861169, -0.025302], [-5.374650, -1.162126, 0.311061], [-6.356649, -1.176770, -0.701761], [-6.009627, -0.890334, -1.989486], [-4.671631, -0.577649, -2.340468], [-4.317416, -0.275125, -3.674911], [-3.018281, 0.019403, -3.975934], [-2.026069, 0.038756, -2.973254], [-2.297252, -0.231402, -1.650054], [-3.657498, -0.559012, -1.340497], [-5.634557, -1.385631, 1.336910], [-7.381388, -1.415073, -0.446160], [-6.758096, -0.897106, -2.773954], [-5.085652, -0.291714, -4.439723], [-2.736672, 0.244527, -4.998851], [-1.007399, 0.272491, -3.258520], [-0.725932, -2.132594, -0.779784], [0.244139, -2.830814, 0.106984], [-0.186096, -3.503423, 1.255425], [0.701872, -4.205488, 2.058097], [2.047815, -4.258902, 1.731660], [2.494372, -3.581499, 0.603905], [1.610836, -2.870567, -0.190148], [-1.699833, -2.626462, -0.707694], [-0.396766, -2.191740, -1.816823], [-1.241475, -3.491256, 1.506887], [0.338489, -4.711949, 2.945517], [2.745885, -4.797253, 2.361065], [3.548696, -3.593246, 0.350943], [1.968518, -2.330814, -1.059418], [-0.124329, 3.474133, -2.008920], [-0.288063, 3.371394, -0.491973], [-1.589982, 2.163291, -0.013403], [-3.039525, 2.734867, -0.994576], [-3.444447, 4.194908, -0.818677], [-2.119544, 2.634203, 1.700184], [-1.644818, 3.977015, 2.245973], [0.744086, 4.089268, -2.253511], [-0.997032, 3.935827, -2.476121], [0.030273, 2.489842, -2.449184], [-0.505181, 4.353720, -0.067144], [0.636503, 3.011949, -0.034479], [-3.868792, 2.075338, -0.723278], [-2.823329, 2.511880, -2.041263], [-3.761262, 4.403393, 0.204382], [-4.278591, 4.441646, -1.479270], [-2.622837, 4.872928, -1.056737], [-1.744465, 1.842463, 2.348546], [-3.212310, 2.569692, 1.705287], [-0.557133, 3.988801, 2.326516], [-2.051002, 4.137551, 3.247264], [-1.949140, 4.819536, 1.623151], [0.571506, 0.199273, -1.409285], [1.525077, 0.390105, -2.144691], [2.689544, 0.591853, -2.947262], [2.993341, -0.256938, -4.019239], [4.130301, -0.056810, -4.786041], [4.992821, 0.995202, -4.506275], [4.704793, 1.845159, -3.445777], [3.570103, 1.648186, -2.675885], [2.321633, -1.077924, -4.235996], [4.345736, -0.729271, -5.608004], [5.881237, 1.149163, -5.106134], [5.372431, 2.666537, -3.213563], [3.348209, 2.301853, -1.841660], [4.448936, -2.935955, 5.058570], [3.514912, -2.109979, 4.213387], [2.147408, -2.111261, 4.439355], [1.271722, -1.367746, 3.652309], [-0.200296, -1.425264, 3.940599], [1.775719, -0.588754, 2.603784], [0.675837, 0.677573, 1.667772], [3.153544, -0.611258, 2.333611], [3.749165, 0.151995, 1.180919], [3.995348, -1.357591, 3.150866], [3.918628, -3.396142, 5.893259], [5.259970, -2.328776, 5.466898], [4.906307, -3.736900, 4.471675], [1.741095, -2.713990, 5.247007], [-0.411986, -2.135186, 4.742585], [-0.741099, -1.743317, 3.047063], [-0.588242, -0.442232, 4.214790], [3.054315, 0.206826, 0.343794], [4.674836, -0.325482, 0.851216], [3.982861, 1.180369, 1.471692], [5.060403, -1.365125, 2.932508]],
  "forces_ev_per_angstrom": [[0.01, 0.25, 0.03], [-0.02, 0.03, -0.06], [0.03, -0.01, 0.08], [0.00, -0.01, 0.01], [0.00, 0.01, -0.01], [0.00, -0.01, 0.00], [0.01, 0.01, 0.01], [0.00, -0.01, -0.02], [0.00, 0.00, 0.03], [0.01, -0.03, -0.03], [0.02, -0.09, 0.08], [-0.02, 0.03, -0.01], [0.00, 0.00, 0.00], [0.00, 0.00, 0.00], [0.00, 0.00, 0.00], [0.00, 0.01, 0.00], [-0.01, 0.00, -0.01], [0.00, 0.00, 0.00], [0.10, -0.09, 0.03], [0.00, -0.03, 0.08], [0.07, -0.12, -0.10], [-0.05, -0.03, -0.05], [0.03, 0.03, 0.00], [0.08, 0.04, 0.05], [-0.06, 0.02, -0.02], [-0.04, 0.08, 0.02], [0.00, 0.09, 0.01], [0.00, -0.01, -0.02], [0.00, 0.00, 0.01], [0.00, 0.00, 0.00], [0.00, 0.00, 0.00], [0.00, 0.02, 0.00], [-0.02, 0.02, 0.01], [-0.03, 0.04, -0.01], [0.18, -0.02, -0.12], [0.00, -0.03, -0.03], [0.01, -0.01, 0.00], [0.03, 0.00, -0.01], [0.00, -0.01, 0.00], [0.01, -0.01, 0.00], [0.00, 0.00, -0.01], [0.00, 0.01, 0.00], [0.00, 0.00, 0.01], [-0.01, -0.04, -0.01], [0.00, 0.00, 0.01], [0.00, 0.00, 0.01], [0.00, 0.00, 0.00], [0.00, 0.01, 0.01], [0.00, 0.00, 0.00], [-0.03, -0.01, 0.01], [0.00, 0.01, 0.01], [0.00, 0.01, 0.00], [0.00, 0.00, 0.00], [-0.01, 0.00, 0.00], [-0.06, 0.08, -0.06], [0.04, -0.13, 0.02], [-0.01, 0.07, 0.02], [0.01, 0.01, -0.01], [-0.01, 0.00, 0.01], [0.00, 0.00, 0.00], [0.00, 0.00, 0.00], [0.01, -0.02, -0.01], [0.00, 0.00, 0.00], [0.00, 0.00, 0.00], [0.00, 0.00, 0.00], [0.00, 0.00, 0.00], [0.00, 0.00, 0.00], [0.00, 0.01, -0.01], [-0.03, -0.03, 0.02], [0.01, 0.01, -0.02], [-0.04, 0.01, 0.00], [-0.02, 0.05, 0.00], [0.04, 0.10, 0.00], [-0.29, -0.25, 0.04], [0.01, -0.03, -0.02], [0.04, -0.03, 0.01], [0.00, -0.06, -0.08], [0.00, 0.00, 0.00], [0.00, 0.00, 0.00], [0.00, 0.00, 0.00], [0.00, 0.00, 0.00], [0.00, 0.00, 0.02], [0.03, 0.03, 0.07], [0.01, 0.02, 0.01], [-0.01, -0.04, -0.02], [0.01, 0.02, 0.02], [-0.04, 0.02, -0.02], [0.00, 0.00, 0.00]],
  "mulliken_charge": [0.538, -0.022, 1.181, -0.837, -0.626, -0.946, 0.904, -0.949, -1.127, 0.678, -0.734, 0.400, 0.437, 0.379, 0.375, 0.339, 0.450, 0.204, -2.089, -0.046, -0.161, -0.381, -0.345, -0.641, -0.014, 0.891, 0.611, 0.283, 0.360, 0.377, 0.358, 0.270, -1.225, -0.717, 0.524, -0.674, -1.505, -0.520, -1.504, 0.417, 0.291, 0.076, 0.680, 0.247, 0.450, 0.384, 0.284, 0.436, 0.313, 0.291, 0.549, 0.287, 0.450, 0.322, 0.530, 0.239, -0.520, -0.294, -0.625, -0.430, -0.659, -0.107, 0.412, 0.362, 0.358, 0.366, 0.419, -1.611, 0.859, -1.075, 0.771, -1.195, 0.196, -0.030, 0.740, -1.412, -0.937, 0.360, 0.388, 0.307, 0.211, 0.357, -0.342, 0.355, -0.069, 0.443, 0.307, 0.352],
  "total_charge": -1,
  "relative_energy_kj_mol": 0.0,
  "s2": 0.776,
  "total_energy_ha": -8131.134224,
  "spin_multiplicity": 2
}